9 unconnected molecules or ions with the total composition C37H49N8O15. Source: the Open Molecules 2025 dataset; level of theory: wB97M-V/def2-TZVPD.

## Properties
Molar mass: 845.84 g mol⁻¹
Net charge: -1
Kohn-Sham gap: 0.228 hartree
E_LUMO: 0.39 eV
E: -81768.798 eV
Energy above the lowest of the compared OMol25 structures with the same formula, charge and spin: 64.4 kcal per mole

Last column: Löwdin charge in e.
Positions of all 109 atoms, in Å:
C: 1.0294 0.2717 0.1720  -0.848
O: 1.1224 -0.5003 -0.7420  -0.003
O: 1.2194 -0.2073 1.3510  0.088
O: 0.4904 1.4887 0.0340  -0.149
H: 1.2504 -1.1143 1.6270  0.031
C: -3.2546 -0.4983 -1.3440  -0.079
C: -3.3056 0.7107 -0.3150  0.026
C: -4.6806 0.9837 0.3490  -0.004
C: -5.8026 0.0017 0.1370  -0.103
C: -5.6726 -1.1123 -0.9080  0.091
C: -4.3206 -1.1773 -1.6510  -0.106
N: -7.0846 0.2027 0.9430  -0.382
O: -7.1056 0.9727 1.7900  0.123
O: -7.9816 -0.5753 0.4660  0.002
H: -2.3686 -0.5813 -2.0200  0.106
H: -2.4266 1.4557 -0.0850  0.097
H: -4.9916 1.9707 1.0850  0.151
H: -6.5266 -1.6403 -1.2910  0.080
H: -4.2746 -1.8083 -2.3310  0.009
C: 0.0184 -4.4363 6.5330  -0.113
C: 0.4924 -5.6143 5.8280  -0.035
C: 1.2414 -5.3583 4.4710  0.047
C: 1.0484 -4.0443 3.8720  -0.115
C: 0.5934 -2.8033 4.6130  0.093
C: -0.0596 -3.0793 6.0370  0.001
N: 1.5174 -3.8363 2.4730  -0.320
O: 1.8114 -2.6933 2.1050  0.026
O: 1.8394 -4.7963 1.7700  0.088
H: -0.2976 -4.5753 7.6390  0.116
H: 0.3994 -6.7123 6.1830  0.114
H: 1.6904 -6.1953 4.1160  0.052
H: 0.6984 -1.7123 4.2990  0.119
H: -0.3966 -2.3743 6.5640  -0.006
C: 2.3134 4.1477 -0.2070  -0.091
C: 3.1094 4.9617 -1.2300  -0.031
C: 4.3964 5.6537 -0.9030  0.050
C: 4.8704 5.5627 0.6190  -0.095
C: 3.8754 5.0357 1.6740  0.067
C: 2.6264 4.0937 1.2020  -0.036
N: 6.2154 6.0017 1.0070  -0.360
O: 6.5314 5.8837 2.2440  0.002
O: 6.9224 6.4197 0.1170  0.069
H: 1.4024 3.5317 -0.3500  0.062
H: 2.7834 5.1237 -2.2080  0.052
H: 5.0874 6.0617 -1.5740  0.063
H: 4.1094 4.9497 2.7650  0.083
H: 2.1774 3.5397 2.0560  0.091
C: -3.2036 3.9957 2.6960  -0.072
C: -1.9546 3.0437 2.1880  0.050
C: -1.8996 1.6457 2.8480  0.050
C: -3.0876 1.1867 3.7200  -0.109
C: -4.1576 2.1657 4.0430  0.021
C: -4.1766 3.5377 3.5030  -0.152
N: -2.9756 -0.1483 4.2750  -0.309
O: -1.8386 -0.5373 4.7850  0.007
O: -4.0376 -0.7283 4.5110  0.067
H: -3.3356 5.0517 2.2670  0.109
H: -1.0406 3.3587 1.7660  0.046
H: -1.2306 0.9487 2.3330  0.081
H: -4.8506 1.7717 4.6500  0.051
H: -5.1676 4.1407 3.7300  0.142
C: 5.0974 2.0957 -0.9540  -0.277
O: 5.9984 2.9767 -0.9570  -0.049
N: 5.3194 0.8877 -1.5110  -0.143
C: 4.2404 -0.1433 -1.4770  -0.008
C: 6.4274 0.4467 -2.3670  -0.044
H: 4.1924 2.3577 -0.4310  0.114
H: 3.5134 0.2007 -2.2700  0.086
H: 3.6964 -0.1923 -0.7600  -0.050
H: 4.5494 -1.1473 -2.0180  0.138
H: 7.1564 1.2097 -2.2010  0.070
H: 6.1234 0.6297 -3.3840  0.085
H: 6.7674 -0.5673 -2.3760  0.076
C: -0.7516 -3.6433 -0.4050  -0.275
O: -0.4876 -4.5013 -1.2430  -0.019
N: -1.9436 -3.6993 0.3700  -0.192
C: -2.0706 -2.7903 1.5190  -0.043
C: -3.0606 -4.6083 0.1550  -0.057
H: -0.0106 -2.8273 -0.3600  0.127
H: -2.8966 -2.2363 1.0730  0.078
H: -1.1056 -2.3093 1.7920  0.092
H: -2.4256 -3.2753 2.3570  0.053
H: -3.9666 -4.3483 0.6420  0.067
H: -2.7726 -5.4983 0.6510  0.067
H: -3.1926 -4.8423 -0.9740  0.123
C: 1.7194 2.0777 -3.3510  -0.319
O: 2.7084 2.1817 -4.0120  0.012
N: 0.3944 2.3027 -3.8540  -0.162
C: -0.6976 1.8607 -3.0290  -0.097
C: 0.1794 2.8737 -5.2150  -0.028
H: 1.8174 1.7947 -2.2570  0.130
H: -0.4426 1.0567 -2.4380  0.022
H: -1.6406 1.7557 -3.3730  0.041
H: -0.9086 2.6627 -2.2360  0.109
H: 1.0144 3.7727 -5.4670  0.146
H: -0.7006 3.2457 -5.4190  0.007
H: 0.5734 2.0607 -5.8050  0.071
C: 0.3734 -3.0653 -5.8550  -0.341
O: -0.0456 -4.0973 -6.5130  -0.090
N: -0.1856 -2.7373 -4.7590  -0.121
C: 0.4274 -1.6073 -3.9160  0.037
C: -1.1846 -3.5503 -4.1310  -0.036
H: 1.1234 -2.3773 -6.2730  0.135
H: -0.1546 -0.8963 -3.6310  -0.003
H: 1.1134 -1.0773 -4.5220  0.070
H: 1.0814 -1.9223 -3.1160  0.097
H: -0.8996 -4.6383 -4.2140  0.125
H: -2.1236 -3.4843 -4.6030  0.080
H: -1.3116 -3.3763 -3.1830  -0.005

Atoms 1-6, force components in eV/Å:
C -4.1 3.6 -2.0
O 1.0 -2.3 -3.5
O 0.5 2.2 5.2
O 1.9 -2.2 1.4
H 0.3 -0.9 -1.2
C 3.2 6.2 2.8

=====

A molecular structure, C37H50Ge2N5O2Sr. Source: the Open Molecules 2025 dataset; level of theory: wB97M-V/def2-TZVPD.

## Properties
Molar mass: 829.68 g mol⁻¹
Net charge: +1
Kohn-Sham gap: 0.233 hartree
E_LUMO: -2.29 eV
E: -164591.261 eV
Energy above the lowest of the compared OMol25 structures with the same formula, charge and spin: 24.2 kcal per mole

Last column: Löwdin charge in e.
Positions of all 97 atoms, in Å:
Sr: -0.2762 -0.3861 0.1703  1.261
C: -3.1261 -1.7715 -0.6255  -0.186
C: -4.1866 -0.9041 0.0538  -0.093
C: -3.8016 -0.1715 1.3211  -0.263
C: -4.8055 0.1750 2.2230  -0.009
C: -4.4804 0.8621 3.3761  -0.036
C: -3.1498 1.1788 3.6122  -0.036
C: -2.2141 0.7840 2.6797  -0.168
N: -2.5235 0.1341 1.5484  0.023
N: -2.2005 -1.0830 -1.5164  -0.266
C: -2.8269 -0.2364 -2.5166  -0.113
C: -3.0244 1.1902 -2.0402  -0.273
C: -4.0914 1.9249 -2.5454  -0.021
C: -4.2528 3.2420 -2.1594  -0.042
C: -3.3339 3.7822 -1.2727  -0.041
C: -2.3060 2.9756 -0.8215  -0.114
N: -2.1359 1.6995 -1.1825  0.104
C: -1.2179 -2.0375 -2.0254  -0.183
C: -0.1551 -1.3965 -2.8987  -0.304
C: 0.1928 -1.9470 -4.1174  -0.006
C: 1.1578 -1.3059 -4.8872  -0.031
C: 1.7182 -0.1340 -4.4134  -0.029
C: 1.3074 0.3495 -3.1788  -0.101
N: 0.3955 -0.2661 -2.4252  0.037
H: -3.6597 -2.5703 -1.1650  0.135
H: -2.5293 -2.2913 0.1320  0.119
H: -5.0287 -1.5545 0.2951  0.127
H: -4.5892 -0.1803 -0.6593  0.114
H: -5.8302 -0.1049 2.0162  0.121
H: -5.2504 1.1326 4.0863  0.117
H: -2.8345 1.6958 4.5076  0.116
H: -1.1585 0.9700 2.8586  0.067
H: -3.7771 -0.6710 -2.8495  0.138
H: -2.1888 -0.1926 -3.4015  0.135
H: -4.7866 1.4587 -3.2323  0.121
H: -5.0773 3.8304 -2.5392  0.117
H: -3.4053 4.8053 -0.9318  0.112
H: -1.5779 3.3774 -0.1293  0.076
H: -1.7036 -2.8419 -2.5983  0.137
H: -0.7716 -2.5750 -1.1727  0.104
H: -0.2887 -2.8533 -4.4593  0.121
H: 1.4522 -1.7149 -5.8446  0.119
H: 2.4635 0.4094 -4.9764  0.117
H: 1.7357 1.2592 -2.7761  0.114
C: 2.4919 -2.9092 4.8892  -0.182
C: 2.1233 -2.6113 3.4377  -0.432
Ge: 0.5504 -1.3802 3.1440  0.804
C: -0.8098 -2.0449 4.4813  -0.424
C: -0.7652 -1.4887 5.9039  -0.194
C: 1.3324 0.1646 4.1756  -0.234
C: 1.8634 1.3453 3.8300  -0.327
Ge: 2.0630 2.0724 2.0392  0.998
C: 0.5257 3.0523 1.3096  -0.320
C: -0.1167 4.0938 2.2257  -0.150
C: 3.7963 2.8965 1.7268  -0.294
C: 3.9542 4.2712 2.3901  -0.139
C: 2.5196 2.2176 4.8543  -0.287
C: 3.6900 1.7871 5.4785  -0.038
C: 4.3249 2.5823 6.4222  -0.072
C: 3.7969 3.8201 6.7609  -0.085
C: 2.6278 4.2555 6.1528  -0.080
C: 2.0002 3.4634 5.2032  -0.060
H: 3.3473 -3.5855 4.9629  0.064
H: 1.6584 -3.3786 5.4147  0.058
H: 2.7476 -1.9979 5.4331  0.054
H: 1.9156 -3.5542 2.9167  0.041
H: 2.9802 -2.1577 2.9217  0.032
H: -0.7157 -3.1362 4.5059  0.048
H: -1.7983 -1.8486 4.0521  0.020
H: 0.1919 -1.6878 6.3893  0.052
H: -1.5458 -1.9233 6.5335  0.064
H: -0.9062 -0.4041 5.9101  0.053
H: 1.3936 -0.0194 5.2522  0.059
H: -0.2253 2.2906 1.0664  0.004
H: 0.8406 3.4947 0.3606  0.084
H: -0.4974 3.6292 3.1368  0.060
H: -0.9586 4.5902 1.7388  0.065
H: 0.5942 4.8680 2.5164  0.067
H: 3.9260 2.9760 0.6488  0.057
H: 4.5609 2.2077 2.0944  0.081
H: 3.1571 4.9568 2.0929  0.065
H: 4.8976 4.7256 2.0859  0.075
H: 3.9509 4.2029 3.4765  0.051
H: 4.1012 0.8208 5.2120  0.116
H: 5.2339 2.2339 6.8953  0.106
H: 4.2914 4.4388 7.4979  0.104
H: 2.2027 5.2147 6.4193  0.106
H: 1.0855 3.8101 4.7371  0.092
N: 1.9609 -2.0032 -0.1421  -0.028
C: 3.1922 -1.1890 -0.1119  -0.133
C: 2.8765 0.2952 -0.0752  -0.577
O: 3.3796 1.1156 -0.7965  0.098
O: 1.9449 0.5781 0.8541  -0.333
H: 1.8528 -2.5062 0.7346  0.030
H: 2.0380 -2.6925 -0.8797  0.087
H: 3.8250 -1.3902 -0.9725  0.130
H: 3.7709 -1.4023 0.7903  0.126

Atoms 1-6, force components in eV/Å:
Sr -0.2 0.5 0.4
C -0.4 -0.2 0.2
C 0.1 0.0 0.0
C 0.0 0.0 0.0
C 0.0 0.0 0.0
C 0.0 0.0 0.0

=====

Q: The highest energy above the lowest of the compared OMol25 structures with the same formula, charge and spin belongs to which entry?
A: C37H49N8O15

=====

Q: What is the formula in the first record?
A: C37H49N8O15